Computed, not measured: AsF6H18O9 as an isolated structure in a non-equilibrium geometry, with ωB97M-V/def2-TZVPD.

Multiplicity: 2
E_tot, eV: -95862.530
Strongest force on any atom, eV/A: 3.0
Frontier orbital gap (spin up / spin down), eV: 9.8 / 2.9
ΔE to the lowest compared entry with this formula, charge and spin, kcal per mole: 0.0

Last column: Mulliken charge in e.
Cartesian coordinates (Å):
As: 19.7827 -4.4155 -11.1415  2.09
F: 19.8072 -3.2240 -12.4377  -0.51
F: 18.1303 -3.9295 -10.6285  -0.53
F: 19.8361 -5.6954 -9.8762  -0.53
F: 21.4396 -4.8839 -11.6256  -0.50
F: 20.6026 -3.2878 -9.9726  -0.60
F: 18.9730 -5.6383 -12.1856  -0.55
O: 17.1106 -7.2905 -10.6793  -0.62
H: 16.2070 -7.0410 -10.4856  0.33
H: 17.4612 -6.5535 -11.1794  0.34
O: 18.7565 -6.2292 -7.0929  -0.65
H: 18.8826 -5.3796 -7.5152  0.31
H: 18.4520 -6.8036 -7.7955  0.32
O: 18.7087 -7.2582 -14.8269  -0.62
H: 19.4802 -7.5763 -14.3581  0.27
H: 18.4561 -6.4614 -14.3605  0.35
O: 15.6291 -4.4469 -11.5309  -0.64
H: 16.4301 -4.0649 -11.1722  0.38
H: 15.7467 -4.4037 -12.4799  0.31
O: 21.1677 -7.8600 -10.5820  -0.03
H: 21.6479 -7.6988 -11.3943  0.46
H: 20.5856 -7.1053 -10.4936  0.45
O: 24.5014 -5.2243 -10.3788  -0.72
H: 23.9801 -4.4752 -10.6675  0.35
H: 24.0500 -5.5441 -9.5976  0.36
O: 21.1448 -0.7619 -10.4730  -0.63
H: 21.0492 -1.7077 -10.3606  0.41
H: 21.9491 -0.6609 -10.9821  0.30
O: 18.9476 -4.4065 -15.0069  -0.60
H: 19.4344 -4.1498 -14.2237  0.29
H: 19.6043 -4.4221 -15.7032  0.31
O: 23.3952 -7.1068 -12.0842  -0.65
H: 23.3035 -6.6263 -12.9070  0.34
H: 23.7946 -6.4786 -11.4826  0.42